## a
# C2H2F3P

A cluster of 2 separate species, C2H2F3P in total (ωB97M-V/def2-TZVPD, OMol25).

```
! wB97M-V def2-TZVPD RIJCOSX def2/J DEFGRID3
* xyz 0 1
C -0.591 0.977 -0.515
C -1.159 0.168 0.364
F -1.137 1.067 -1.708
F -2.002 -0.799 0.244
F -0.655 0.040 1.635
P 2.192 -1.117 0.005
H 0.182 1.716 -0.350
H 3.170 -2.052 0.326
*
```

Values from the calculation:
HOMO level (alpha / beta): -8.97 / -8.95 eV
orbital gap (alpha / beta): 7.42 / 7.38 eV

For each atom in turn, the Löwdin charge in e is:
1 C -0.142
2 C -0.387
3 F 0.045
4 F 0.175
5 F 0.039
6 P 0.501
7 H 0.126
8 H -0.355



## b
# C2H2F3P

An isolated molecule of C2H2F3P (ωB97M-V/def2-TZVPD, OMol25).

```
! wB97M-V def2-TZVPD RIJCOSX def2/J DEFGRID3
* xyz 0 1
C -0.441 0.747 -0.499
C -0.317 -0.385 0.458
F -0.074 0.483 -1.782
F -0.531 -1.714 0.136
F -1.192 -0.153 1.452
P 1.571 0.024 0.845
H -0.986 1.685 -0.251
H 1.970 -0.686 -0.359
*
```

Values from the calculation:
HOMO level (alpha / beta): -9.02 / -9.05 eV
orbital gap (alpha / beta): 8.10 / 7.90 eV

For each atom in turn, the Löwdin charge in e is:
1 C -0.099
2 C -0.845
3 F -0.008
4 F 0.014
5 F 0.029
6 P 0.898
7 H 0.134
8 H -0.122



So which one is most stable? That would be b, about 29.1 kcal/mol below the next structure.